Run a
15
Properties=species:S:1:pos:R:3:nbo_charge:R:1 method="wB97M-V/def2-TZVPD" charge=+1
C 0.3821 -0.2707 0.0073 0.480
C -1.7826 0.0283 -0.6481 -0.240
C -1.2720 1.3003 0.0621 -0.239
C 2.4855 -1.1746 0.6057 -0.313
N -0.6306 -0.8758 -0.5424 -0.584
N 0.1233 0.9558 0.3521 -0.586
Br 3.7316 0.0227 -0.0122 0.233
H -2.6513 -0.4092 -0.1548 0.230
H -2.0232 0.2051 -1.7000 0.226
H -1.3276 2.1915 -0.5656 0.231
H -1.7996 1.4919 0.9995 0.225
H 2.3691 -2.0834 0.0399 0.228
H 2.2795 -1.1636 1.6611 0.230
H -0.6465 -1.8173 -0.8940 0.440
H 0.7624 1.5991 0.7894 0.439

***

Run b
15
Properties=species:S:1:pos:R:3:nbo_charge:R:1 method="wB97M-V/def2-TZVPD" charge=+1
C 0.2523 -0.2492 1.4286 0.104
C -1.3389 0.9690 0.5810 -0.089
C 0.0659 -0.8087 -0.0319 -0.136
C 1.7742 -0.4440 -0.8094 -0.463
N -0.4788 0.7324 1.6855 -0.339
N -0.9820 -0.0648 -0.5329 -0.588
Br 1.7054 1.0674 -1.9484 0.107
H 0.9591 -0.5325 2.1986 0.242
H -2.4382 1.0371 0.8116 0.247
H -1.0478 1.9101 0.2025 0.219
H -0.0086 -1.8960 -0.1526 0.259
H 1.7926 -1.3034 -1.4996 0.239
H 2.4774 -0.4512 0.0775 0.256
H -1.8865 -0.6526 -0.7343 0.470
H -0.8457 0.6864 -1.2761 0.472

***

Which one is most stable, and which one is least stable? run a is the most stable of them, while run b is the least stable.

***

Run a
Formula: C5H9NOS
Source: the OMol25 dataset
Level of theory: ωB97M-V with the def2-TZVPD basis set

```
17
Properties=species:S:1:pos:R:3:nbo_charge:R:1
C -2.2692 -0.2508 0.1268 0.269
C 0.1415 0.1572 -0.4520 -0.200
C 0.0785 -1.3904 -0.4035 0.063
C 0.5632 -1.9533 0.9569 -0.640
C -1.5956 2.0592 -0.1971 -0.397
N -1.2705 0.5669 -0.0417 -0.435
O -1.1937 -1.7421 -0.7577 -0.651
S -3.7116 -0.5422 0.5589 0.143
H 0.8889 0.6599 0.2282 0.200
H 0.3626 0.5268 -1.3531 0.197
H 0.7201 -1.9965 -1.0973 0.191
H 1.5462 -1.6459 1.2715 0.201
H 0.6929 -3.0904 0.9484 0.220
H -0.1516 -1.6145 1.8199 0.198
H -2.4220 2.2532 0.3760 0.215
H -0.7700 2.7701 0.1571 0.215
H -1.8404 2.3483 -1.2195 0.211
```

***

Run b
Formula: C5H9NOS
Source: the OMol25 dataset
Level of theory: ωB97M-V with the def2-TZVPD basis set

```
17
Properties=species:S:1:pos:R:3:nbo_charge:R:1
C 2.8285 -0.2596 0.8443 -0.638
C 1.7674 -1.1455 0.3527 -0.387
C 0.3122 -0.5310 0.8258 -0.430
C -0.8144 -1.3733 0.1420 -0.239
C -1.2130 0.6950 -0.8339 0.430
H 2.7397 -0.3764 2.0320 0.202
H 2.7429 0.7571 0.5258 0.222
H 3.8201 -0.6575 0.5924 0.223
H 1.5250 -1.3990 -0.8772 0.216
H 1.8800 -2.2855 0.8104 0.207
H 0.2857 -0.8699 2.0061 0.234
H -1.5458 -1.2435 0.8375 0.183
H -0.5357 -2.5517 0.3247 0.228
H -2.5119 -0.8555 -1.2860 0.396
N -1.1563 -0.6381 -1.2073 -0.594
O -1.9815 1.5471 -1.3675 -0.590
S -0.1086 1.0787 0.4025 0.338
```

***

Run c
Formula: C5H9NOS
Source: the OMol25 dataset
Level of theory: ωB97M-V with the def2-TZVPD basis set

```
17
Properties=species:S:1:pos:R:3:nbo_charge:R:1
C -0.3849 -1.0981 -0.2418 -0.440
C -1.0103 0.3743 -0.3324 -0.076
C -0.0184 1.2940 -1.0946 -0.069
C 1.5453 0.5965 0.4581 -0.090
C 0.4054 -0.2458 0.9037 -0.097
H -0.4821 -3.5661 -0.2508 0.152
H 0.1835 -1.4869 -1.0521 0.218
H -2.0553 0.4914 -0.8588 0.218
H -0.0246 1.0572 -2.1851 0.185
H -0.5046 2.3833 -1.1276 0.176
H 1.4488 1.3965 1.2810 0.193
H 2.6245 0.0242 0.5844 0.205
H 0.6652 -0.7666 1.9094 0.219
H -1.4353 0.1250 1.6522 0.366
N -0.8052 0.5872 1.0462 -0.651
O 1.3211 1.1981 -0.8124 -0.518
S -1.4730 -2.3643 0.1205 0.010
```

***

Run d
17
Properties=species:S:1:pos:R:3:nbo_charge:R:1 method="wB97M-V/def2-TZVPD" smiles=S[C@]12CNC[C@H]1OC2
S 2.3198 -0.4761 -0.6523 -0.005
C 0.7644 0.1221 0.0428 -0.204
C -0.0056 -0.8908 0.8988 -0.237
N -0.8904 -1.5213 -0.0757 -0.612
C -1.4609 -0.4468 -0.8750 -0.256
C -0.2971 0.5459 -0.9942 0.093
O -0.5086 1.7924 -0.2876 -0.531
C 0.6718 1.5852 0.5028 -0.064
H 2.9509 -0.6613 0.5216 0.120
H 0.6512 -1.6552 1.3854 0.213
H -0.5422 -0.3108 1.6883 0.170
H -1.5884 -2.0842 0.3683 0.367
H -2.2967 0.0916 -0.3702 0.187
H -1.7968 -0.7980 -1.8401 0.204
H 0.0574 0.7374 -2.0164 0.193
H 1.4854 2.2137 0.1421 0.184
H 0.4860 1.7561 1.5614 0.177

***

Which one is most stable, and which one is least stable? run d is the most stable of them, while run c is the least stable.

***

Run a
Formula: C2H4FNO2
Source: the OMol25 dataset
Level of theory: ωB97M-V with the def2-TZVPD basis set

```
10
Properties=species:S:1:pos:R:3:nbo_charge:R:1
C 0.4510 0.2370 -0.5824 -0.773
C -0.4962 1.0127 0.1272 0.530
N -2.0320 1.1233 -0.1149 0.474
O -2.6216 0.1712 -0.5613 -0.365
O -2.5128 2.2192 0.1111 -0.360
F -0.1148 2.0523 0.7954 -0.283
H 0.0350 -0.4983 -1.3342 0.275
H 1.1762 -0.2864 0.0664 0.261
H 1.1718 0.7495 -1.1975 0.251
H -1.0365 -0.4776 1.8446 -0.011
```

***

Run b
Formula: C2H4FNO2
Source: the OMol25 dataset
Level of theory: ωB97M-V with the def2-TZVPD basis set

```
10
Properties=species:S:1:pos:R:3:nbo_charge:R:1
C 1.1478 -0.2814 -0.2503 -0.725
C 0.1612 0.6891 0.3146 0.306
N -1.5859 -0.3127 0.1309 0.534
O -2.4787 0.0447 0.7386 -0.330
O -1.4925 -1.1826 -0.6510 -0.383
F -0.0612 1.8658 -0.3974 -0.334
H 0.9032 -1.1675 0.4108 0.249
H 2.1971 0.0942 -0.3811 0.252
H 0.9471 -0.4803 -1.3401 0.252
H 0.2619 0.7308 1.4250 0.179
```

***

Which one is most stable, and which one is least stable? run b is the most stable of them, while run a is the least stable.

***

Run a
Formula: C7H11N3
Source: the OMol25 dataset
Level of theory: ωB97M-V with the def2-TZVPD basis set

```
21
Properties=species:S:1:pos:R:3:nbo_charge:R:1
C -2.1652 -0.5964 -2.1377 -0.054
C -1.3480 -0.7046 -1.2661 0.126
C 1.0566 0.5143 1.1872 -0.171
C 0.4904 0.0370 -0.1303 0.288
C -3.1542 -0.4742 -3.2177 -0.674
C 1.3457 0.4898 -1.2858 -0.705
C 1.5274 0.5667 3.5279 -0.414
N 0.7878 -1.3724 2.5151 -0.547
N -0.6558 -0.5836 -0.2028 -0.471
N 1.0014 -0.1178 2.3279 -0.020
H 1.4500 1.5270 1.0633 0.204
H -4.2509 -0.3936 -2.8518 0.227
H -2.8813 0.5014 -3.7154 0.234
H -3.0592 -1.3655 -3.7918 0.237
H 2.1553 1.2287 -1.0528 0.230
H 0.6644 0.8830 -2.1987 0.239
H 1.9168 -0.3151 -1.7741 0.247
H 0.5810 0.6053 4.1346 0.230
H 2.2452 -0.1361 4.0269 0.242
H 1.8843 1.5481 3.1726 0.212
H 0.4082 -1.8418 1.6696 0.340
```

***

Run b
21
Properties=species:S:1:pos:R:3:nbo_charge:R:1 method="wB97M-V/def2-TZVPD" smiles="N#C/C=C/C#N.CN(C)C"
N -2.4339 0.5075 -1.8525 -0.291
C -1.2856 0.2593 -1.8411 0.255
C 0.0793 -0.1008 -1.8063 -0.197
C 1.0571 0.8002 -2.0642 -0.299
C 2.4241 0.4427 -2.1224 0.240
N 3.5690 0.1995 -2.2115 -0.283
H 0.3024 -1.1707 -1.7196 0.256
H 0.8085 1.8505 -2.2509 0.254
C -1.3101 -1.2182 1.0001 -0.419
N -0.3095 -0.1844 0.8252 -0.438
C -0.7309 1.1413 1.2359 -0.420
C 1.0004 -0.5550 1.3243 -0.412
H -0.9114 -2.1605 0.6011 0.196
H -1.5652 -1.3753 2.0636 0.173
H -2.2221 -0.9475 0.4572 0.217
H 0.0693 1.8543 0.9956 0.199
H -1.6444 1.4199 0.7000 0.215
H -0.9272 1.1944 2.3222 0.175
H 1.7287 0.2113 1.0278 0.205
H 1.0138 -0.6482 2.4261 0.175
H 1.2875 -1.5202 0.8895 0.200

***

Which one is most stable, and which one is least stable? run b is the most stable of them, while run a is the least stable.

***

Run a
21
Properties=species:S:1:pos:R:3:nbo_charge:R:1 method="wB97M-V/def2-TZVPD" smiles="C[C@@H]1N=C(C#N)[C@H](C)N1C"
C -0.4034 2.2354 -0.7204 -0.618
C 0.1852 1.4428 0.4178 0.112
N 1.6408 1.5222 0.3761 -0.323
C 2.2145 0.4136 0.1738 0.153
C 3.5385 -0.0057 0.1374 0.217
N 4.6063 -0.3401 0.2641 -0.241
C 0.9867 -0.7965 0.1846 -0.025
C 0.8894 -1.7085 -1.0196 -0.622
N -0.1414 -0.0067 0.3805 -0.510
C -1.1607 -0.5035 1.2166 -0.413
H -0.4190 1.7063 -1.6535 0.220
H 0.0938 3.1984 -0.6863 0.227
H -1.4044 2.3035 -0.5550 0.212
H -0.0058 1.9657 1.4237 0.194
H 1.2324 -1.4133 1.0261 0.171
H -0.1172 -2.0090 -1.1594 0.220
H 1.4653 -2.6030 -0.7571 0.209
H 1.3025 -1.1905 -1.8686 0.213
H -0.8297 -0.4241 2.2600 0.184
H -2.2556 -0.1265 0.8423 0.211
H -1.4023 -1.5859 1.0576 0.209

***

Run b
21
Properties=species:S:1:pos:R:3:nbo_charge:R:1 method="wB97M-V/def2-TZVPD"
C 1.1427 -0.5165 -2.2943 -0.416
N 0.6199 0.0982 -1.0515 -0.316
C -0.4549 -0.7530 -0.5091 -0.062
C -0.0584 -1.5144 0.4682 -0.230
C 0.6990 -0.9275 1.5430 -0.195
C 0.1735 0.1705 2.2671 -0.242
C -1.1591 0.5991 1.8915 -0.291
C -1.3337 1.0611 0.5550 -0.040
N -0.2300 1.7616 -0.0117 -0.432
N 0.2301 1.3922 -1.1722 -0.271
H 1.9925 0.0103 -2.5703 0.213
H 1.5731 -1.4606 -2.0975 0.212
H 0.4361 -0.5815 -3.1144 0.168
H -1.2841 -0.9200 -1.1658 0.183
H -0.4331 -2.5229 0.5407 0.209
H 1.4512 -1.5441 2.0576 0.209
H 0.8648 0.4583 2.9764 0.219
H -1.8548 0.7783 2.6882 0.218
H -2.3205 1.2441 0.1438 0.204
H 0.5348 1.7179 0.6723 0.373
H -0.5889 1.4491 -1.8170 0.288

***

Which one is most stable, and which one is least stable? run a is the most stable of them, while run b is the least stable.

***

Run a
Formula: C3H6O3S
Source: the OMol25 dataset
Level of theory: ωB97M-V with the def2-TZVPD basis set

```
13
Properties=species:S:1:pos:R:3:nbo_charge:R:1
C 1.1514 0.1953 -0.7373 0.469
C 0.3011 -0.9869 1.1689 -0.607
C 0.3530 0.4391 0.5291 -0.031
O 0.8856 0.1272 -1.8882 -0.494
O 0.9586 1.2512 1.4077 -0.680
O -0.5954 0.8322 -3.9890 -0.886
S -1.0065 0.5290 -2.6068 0.900
H -0.3222 -1.1587 1.9666 0.227
H 0.0507 -1.6058 0.2750 0.207
H 1.3159 -1.0537 1.5630 0.202
H -0.6459 0.9367 0.3671 0.209
H 1.8983 0.8207 1.6471 0.466
H -1.5657 -0.7813 -2.7429 0.020
```

***

Run b
Formula: C3H6O3S
Source: the OMol25 dataset
Level of theory: ωB97M-V with the def2-TZVPD basis set

```
13
Properties=species:S:1:pos:R:3:nbo_charge:R:1
C 1.0560 1.9334 0.7778 -0.333
C 0.3545 1.1290 1.5694 -0.472
C -0.8589 -1.4326 -1.8867 0.332
O -0.8722 0.3320 -0.4554 -0.995
O 0.4403 -1.2182 0.9577 -0.919
O -0.5432 -2.3211 -1.0956 -0.629
S -0.7408 -0.1128 0.9137 1.535
H 1.7384 2.7365 0.9674 0.217
H 0.7701 1.8388 -0.3618 0.220
H 0.4709 1.1285 2.6552 0.220
H -0.1372 -0.8108 -2.3534 0.150
H -1.9311 -1.2945 -1.9191 0.147
H 0.2533 -1.9084 0.2307 0.527
```

***

Run c
Formula: C3H6O3S
Source: the OMol25 dataset
Level of theory: ωB97M-V with the def2-TZVPD basis set

```
13
Properties=species:S:1:pos:R:3:nbo_charge:R:1
C 1.0957 -0.7913 -1.6340 0.318
C -0.9579 0.3632 0.1278 -0.649
C -0.0031 -0.7661 0.4612 -0.062
O 0.3836 -1.9465 -3.7551 -0.924
O 2.1422 0.6052 -0.9148 -0.811
O 0.4901 -1.4340 -0.7147 -0.469
S 1.2917 -0.9054 -3.2580 1.039
H -1.7785 0.0054 -0.4926 0.220
H -1.3697 0.7669 1.0503 0.228
H -0.4265 1.1547 -0.3968 0.236
H -0.4891 -1.5644 1.0265 0.203
H 0.8634 -0.3863 1.0128 0.212
H 2.6720 0.8441 -1.6761 0.460
```

***

Which one is most stable, and which one is least stable? run b is the most stable of them, while run a is the least stable.

***

Run a
19
Properties=species:S:1:pos:R:3:nbo_charge:R:1 method="wB97M-V/def2-TZVPD" smiles="NC(=O)CCCS.O"
N 2.1556 0.5194 -0.7373 -0.856
C 1.1562 -0.3563 -1.0935 0.682
O 1.3749 -1.5432 -1.1741 -0.605
C -0.2793 0.2116 -1.3706 -0.509
C -1.1423 0.6022 -0.1627 -0.405
C -1.3010 -0.7432 0.5941 -0.503
S -2.5448 -1.9391 -0.1094 -0.052
H 3.0608 0.0634 -0.6331 0.403
H 2.1878 1.4993 -0.8957 0.399
H -0.1407 1.0800 -2.0477 0.210
H -0.7253 -0.5982 -1.9390 0.247
H -0.5415 1.2513 0.5167 0.204
H -2.0626 1.1456 -0.3807 0.225
H -0.4035 -1.3736 0.6034 0.236
H -1.6728 -0.4393 1.5811 0.220
H -3.4357 -1.0158 -0.4020 0.105
O 1.3000 0.8106 2.7508 -0.955
H 1.3013 0.8009 1.7876 0.476
H 1.7129 0.0246 3.1122 0.478

***

Run b
Formula: C4H11NO2S
Source: the OMol25 dataset
Level of theory: ωB97M-V with the def2-TZVPD basis set

```
19
Properties=species:S:1:pos:R:3:nbo_charge:R:1
O -0.6619 -0.2689 -2.2401 -0.761
C -0.5955 -1.5217 -2.1888 0.790
O 0.0359 -2.1839 -1.3085 -0.757
C -1.3281 -2.3066 -3.2449 -0.717
H -0.6254 -2.5276 -4.0481 0.228
H -1.7043 -3.2418 -2.8488 0.222
H -2.1552 -1.7300 -3.6313 0.222
C 0.6878 0.2037 1.1975 -0.232
C 0.5391 1.6907 1.3889 -0.524
S 0.1169 2.1146 3.1209 -0.035
N 1.0159 -0.1497 -0.2063 -0.778
H -0.2113 -0.3326 1.4859 0.222
H 1.4663 -0.1959 1.8311 0.205
H -0.2274 2.0803 0.7143 0.234
H 1.4599 2.1976 1.1452 0.215
H -1.1210 2.5284 2.8676 0.133
H 0.7275 -1.1897 -0.5111 0.470
H 1.9947 -0.0269 -0.4125 0.397
H 0.3999 0.2674 -0.9595 0.467
```

***

Which one is most stable, and which one is least stable? run b is the most stable of them, while run a is the least stable.

***

Run a
19
Properties=species:S:1:pos:R:3:nbo_charge:R:1 method="wB97M-V/def2-TZVPD" smiles="CNC(=O)CSC.O"
C 4.6824 -0.5980 -2.3503 -0.412
N 3.9105 -0.0784 -1.1196 -0.618
C 3.1548 1.0337 -1.0565 0.640
O 3.0570 1.8274 -2.0377 -0.647
C 2.4127 1.3574 0.2494 -0.617
S 1.5580 -0.1001 0.9777 0.138
C 0.0000 0.0000 0.0000 -0.734
H 4.2082 -1.4546 -2.8582 0.206
H 5.6842 -0.9042 -2.0051 0.204
H 4.7967 0.2232 -3.0778 0.242
H 3.7712 -0.6598 -0.2895 0.395
H 1.5957 2.1025 0.1969 0.256
H 3.2314 1.7975 0.8506 0.258
H 0.4029 0.0786 -1.0238 0.225
H -0.5592 0.9226 0.2298 0.219
H -0.6978 -0.8533 0.0390 0.247
O 2.6249 -3.5674 1.8331 -0.944
H 3.5325 -3.7313 1.4902 0.466
H 2.5218 -2.5892 1.8044 0.476

***

Run b
19
Properties=species:S:1:pos:R:3:nbo_charge:R:1 method="wB97M-V/def2-TZVPD" smiles="CN[C@H](C=O)CS.O"
C -1.4617 -1.6391 -0.1881 -0.411
N -0.7982 -0.2771 -0.0453 -0.659
C 0.7491 -0.3929 0.0024 -0.189
C 1.1575 -1.3532 1.1273 0.416
O 1.0979 -2.5456 0.9884 -0.511
C 1.2566 0.9851 -0.2665 -0.518
S 2.8370 1.4308 0.5926 -0.031
H -1.2507 -2.3138 0.6077 0.195
H -2.6484 -1.4893 -0.3834 0.200
H -0.8730 -1.9415 -1.0515 0.198
H -1.2669 0.3455 0.7398 0.368
H 0.8948 -1.0896 -0.9030 0.217
H 1.7836 -1.0223 1.9060 0.129
H 1.3974 1.0798 -1.3920 0.249
H 0.6114 1.7933 0.1555 0.245
H 2.2869 1.7046 1.7123 0.103
O -1.8474 2.6661 -1.2036 -0.937
H -1.2792 1.8984 -1.4185 0.475
H -2.6466 2.1610 -0.9801 0.462

***

Which one is most stable, and which one is least stable? run a is the most stable of them, while run b is the least stable.